1:
2
Properties=species:S:1:pos:R:3 method="wB97M-V/def2-TZVPD" homo_lumo_gap_ev=9.20 smiles=N#N lumo_ev=-2.75
N 0.000 0.000 0.868
N 0.000 0.000 -0.868

2:
2
Properties=species:S:1:pos:R:3 method="wB97M-V/def2-TZVPD" homo_lumo_gap_ev=11.72 smiles=N#N lumo_ev=-1.36
N -0.144 0.025 0.716
N 0.144 -0.025 -0.716

Which structure is the least stable? The one labeled 1.

1:
26
Properties=species:S:1:pos:R:3 method="wB97M-V/def2-TZVPD" homo_lumo_gap_ev=7.58 lumo_ev=-0.65
C -2.624 -0.545 -1.543
C -2.250 -1.865 -0.819
C -2.214 -0.568 -0.160
C -2.454 1.397 0.951
C 2.459 -1.050 -0.892
C 0.800 -0.517 1.687
C 2.303 1.935 -0.050
O -2.365 0.047 0.956
O -0.106 0.404 -0.874
Si 1.277 0.221 -0.088
H -1.997 -0.187 -2.321
H -3.754 -0.465 -1.923
H -2.889 -2.649 -0.490
H -1.287 -2.229 -1.048
H -2.046 1.814 1.815
H -3.500 1.667 0.800
H -1.955 2.015 0.055
H 2.449 -1.988 -0.379
H 2.097 -1.323 -1.826
H 3.560 -0.711 -1.028
H 1.697 -0.531 2.273
H -0.086 -0.225 2.281
H 0.777 -1.574 1.404
H 2.477 2.307 -1.164
H 1.781 2.795 0.418
H 3.353 1.691 0.308

2:
26
Properties=species:S:1:pos:R:3 method="wB97M-V/def2-TZVPD" homo_lumo_gap_ev=11.04 smiles="C=C[Si](C)(OCC)OCC" lumo_ev=1.03
C -2.533 0.022 0.501
C -1.856 -1.089 0.451
Si -0.250 -0.963 -0.457
C 0.129 -2.458 -1.513
O 0.895 -0.821 0.752
C 0.828 0.272 1.634
C 0.173 -0.137 2.942
O -0.245 0.456 -1.352
C 1.020 0.946 -1.641
C 0.991 2.454 -1.877
H -2.298 0.924 -0.062
H -3.438 0.148 1.124
H -2.128 -1.949 1.016
H 1.226 -2.554 -1.628
H -0.362 -2.265 -2.478
H -0.261 -3.381 -1.104
H 1.853 0.624 1.766
H 0.222 1.074 1.165
H 0.071 0.679 3.628
H -0.821 -0.588 2.784
H 0.765 -0.893 3.446
H 1.640 0.608 -0.790
H 1.463 0.411 -2.526
H 1.938 2.953 -1.614
H 0.788 2.672 -2.931
H 0.190 2.858 -1.237

Which structure is the least stable? The one labeled 1.

1:
6
Properties=species:S:1:pos:R:3 method="wB97M-V/def2-TZVPD" homo_lumo_gap_ev=10.98 smiles="O=C[N+](=O)[O-]" lumo_ev=-0.23
O 1.453 -0.705 -0.586
C 0.529 -0.529 0.109
N -0.590 0.438 -0.142
O -0.250 1.437 0.441
O -1.494 0.307 -0.871
H 0.353 -0.949 1.048

2:
6
Properties=species:S:1:pos:R:3 method="wB97M-V/def2-TZVPD" homo_lumo_gap_ev="9.21 / 9.19" lumo_ev="0.15 / 0.10"
C -1.190 2.375 1.407
N -0.208 0.033 -0.279
O -0.482 3.242 1.274
O -1.903 1.476 1.644
O -1.349 -0.469 -0.409
H -1.556 -1.285 0.174

3:
6
Properties=species:S:1:pos:R:3 method="wB97M-V/def2-TZVPD" homo_lumo_gap_ev="9.77 / 9.77" lumo_ev="-0.22 / -0.22"
C 0.852 0.417 0.055
N -1.027 -0.014 -0.540
O 1.490 1.383 0.046
O 0.849 -0.861 0.274
O -0.464 -1.256 0.020
H -1.699 0.332 0.146

Which structure is the least stable? The one labeled 3.

1:
11
Properties=species:S:1:pos:R:3 method="wB97M-V/def2-TZVPD" homo_lumo_gap_ev=8.42 smiles="S=C1NN=C[C@H]1S" lumo_ev=-0.22
S 2.524 -0.827 -0.048
C 1.095 -0.056 -0.158
N 0.896 1.170 -0.678
N -0.441 1.596 -0.440
C -0.923 0.733 0.325
C -0.190 -0.509 0.403
S -0.654 -1.891 -0.572
H 1.452 1.862 -1.271
H -1.934 0.918 0.919
H 0.022 -1.037 1.404
H -1.847 -1.959 0.116

2:
11
Properties=species:S:1:pos:R:3 method="wB97M-V/def2-TZVPD" homo_lumo_gap_ev=7.84 smiles="Cc1n[nH]sc1=S" lumo_ev=-0.52
C -0.067 0.704 0.577
C -0.423 -0.466 -0.326
N 0.526 -0.922 -1.049
N 0.153 -1.984 -1.790
S -1.529 -2.424 -1.535
C -1.748 -1.143 -0.307
S -3.034 -0.985 0.656
H -1.055 0.747 1.096
H 0.146 1.494 -0.166
H 0.760 0.568 1.155
H 0.681 -2.685 -2.282

3:
11
Properties=species:S:1:pos:R:3 method="wB97M-V/def2-TZVPD" homo_lumo_gap_ev=7.34 smiles="[H]/N=C(/N)C(=S)C=S" lumo_ev=-2.00
H 1.049 1.385 1.494
N 0.233 0.878 1.787
C 0.007 -0.014 0.930
N -0.700 -1.203 0.986
C 0.679 0.151 -0.536
S 2.205 0.796 -0.611
C 0.036 0.085 -1.834
S -1.497 0.510 -1.938
H -1.541 -1.164 0.349
H -1.145 -1.241 2.004
H 0.674 -0.183 -2.630

4:
11
Properties=species:S:1:pos:R:3 method="wB97M-V/def2-TZVPD" homo_lumo_gap_ev=9.08 smiles="C#C/C(=N/S)NS" lumo_ev=0.41
C -2.859 -0.449 -0.256
C -1.682 -0.486 -0.238
C -0.245 -0.410 -0.190
N 0.457 -1.419 -0.459
S 2.064 -1.807 -0.165
N 0.251 0.813 0.355
S 1.417 1.795 -0.451
H -3.904 -0.508 -0.298
H 2.513 -0.669 0.438
H -0.413 1.426 0.788
H 2.400 1.715 0.476

Which structure is the least stable? The one labeled 4.

1:
11
Properties=species:S:1:pos:R:3 method="wB97M-V/def2-TZVPD" homo_lumo_gap_ev=8.00 smiles="S=C1CSN=CN1" lumo_ev=-0.57
S -1.962 0.477 -1.455
C -0.748 -0.179 -0.438
C -0.746 -0.474 1.017
S 0.772 0.599 1.547
N 1.981 -0.299 0.754
C 1.693 -0.792 -0.431
N 0.461 -0.521 -1.052
H -0.616 -1.457 1.502
H -1.508 0.216 1.461
H 2.447 -1.273 -1.126
H 0.431 -0.293 -2.128

2:
11
Properties=species:S:1:pos:R:3 method="wB97M-V/def2-TZVPD" homo_lumo_gap_ev=8.72 smiles="SS/N=C/N1C=C1" lumo_ev=0.63
S -3.421 -0.922 0.040
S -2.411 0.862 0.071
N -0.864 0.301 -0.034
C 0.194 0.998 -0.093
N 1.400 0.404 -0.401
C 1.674 -0.988 0.021
C 2.358 -0.075 0.613
H -3.518 -1.058 -1.289
H 0.236 2.089 -0.055
H 1.308 -1.961 -0.175
H 3.042 0.349 1.301

Which structure is the least stable? The one labeled 2.

1:
22
Properties=species:S:1:pos:R:3 method="wB97M-V/def2-TZVPD" homo_lumo_gap_ev=10.57 lumo_ev=-3.18 charge=+1
C 1.181 2.236 0.393
O -0.281 2.027 0.546
C 1.702 1.146 1.289
C 1.954 -0.105 0.455
C 0.543 -0.617 0.160
C 0.178 -1.845 -0.342
N -1.261 -2.067 -0.457
H 1.363 1.959 -0.706
H 1.396 3.314 0.937
H -0.812 2.707 0.823
H 2.686 1.232 1.876
H 1.023 0.978 2.164
H 2.387 0.174 -0.484
H 2.639 -0.957 0.957
H -0.349 0.054 0.575
H 0.959 -2.549 -0.658
H -1.548 -3.051 -0.339
H -1.640 -2.007 -1.386
H -1.912 -1.430 0.060
H -4.025 -0.158 -1.576
H -2.857 -0.209 -2.391
O -3.325 -0.834 -1.895

2:
22
Properties=species:S:1:pos:R:3 method="wB97M-V/def2-TZVPD" homo_lumo_gap_ev=11.38 lumo_ev=-2.91 charge=+1
O 1.892 -1.542 0.658
C 0.529 -1.667 0.811
C -0.426 -0.922 -0.284
N 0.005 0.574 -0.314
C -1.009 1.523 0.450
C -2.229 0.679 0.548
C -1.895 -0.817 0.228
H 2.478 -2.311 0.621
H 0.252 -2.723 0.754
H 0.263 -1.080 1.773
H -0.397 -1.563 -1.271
H 1.040 0.638 0.020
H 0.069 0.919 -1.375
H -1.256 2.491 -0.192
H -0.635 1.591 1.492
H -3.025 1.276 -0.018
H -2.790 0.749 1.565
H -1.923 -1.456 1.164
H -2.650 -1.357 -0.464
H 2.460 2.620 -2.036
H 3.071 1.266 -1.715
O 2.255 1.811 -1.738

3:
22
Properties=species:S:1:pos:R:3 method="wB97M-V/def2-TZVPD" homo_lumo_gap_ev=8.85 lumo_ev=-4.83 charge=+1
C -0.887 0.375 -3.109
C -1.967 -0.545 -2.356
C -1.579 -0.781 -0.925
C -1.648 -0.027 0.174
N -0.836 -0.178 1.318
C 0.143 -0.997 1.425
H -0.247 0.732 -2.316
H -1.523 0.990 -3.740
H -0.363 -0.233 -3.841
H -1.877 -1.514 -2.844
H -2.975 -0.139 -2.421
H -1.242 -1.813 -0.740
H -2.316 0.830 0.178
H -1.206 0.293 2.131
H 0.554 -1.679 0.698
H 0.548 -1.155 2.416
H 3.400 -1.108 2.167
H 3.199 -1.112 0.670
O 2.698 -1.043 1.504
H 1.907 3.192 2.033
H 3.229 2.373 1.767
O 2.374 2.626 1.428

Which structure is the least stable? The one labeled 1.

1:
22
Properties=species:S:1:pos:R:3 method="wB97M-V/def2-TZVPD" homo_lumo_gap_ev=10.48 lumo_ev=-3.30 charge=+1
C -0.123 0.837 -1.856
O -1.016 1.802 -1.349
C 1.179 0.938 -0.978
C 0.841 0.925 0.534
C 0.715 -0.434 1.127
C 1.708 -0.923 1.923
N -0.232 -1.301 0.467
H -0.840 -0.069 -1.690
H 0.247 0.987 -2.846
H -0.656 2.740 -1.472
H 1.906 1.855 -1.179
H 1.857 0.113 -1.082
H 1.663 1.608 0.939
H -0.048 1.514 0.812
H 2.478 -0.301 2.257
H 1.755 -1.905 2.330
H -1.137 -0.988 0.912
H -0.102 -2.394 0.750
H -0.222 -1.151 -0.578
H -3.724 -2.058 0.364
H -3.319 -0.438 0.218
O -2.929 -1.357 0.397

2:
22
Properties=species:S:1:pos:R:3 method="wB97M-V/def2-TZVPD" homo_lumo_gap_ev="8.61 / 8.61" lumo_ev="-3.57 / -3.57" charge=+1
C -0.525 1.792 0.813
C -1.233 -0.668 -0.854
C 2.039 -0.119 -1.013
C -0.408 0.292 1.225
C -0.133 -0.597 0.084
N 0.141 -2.002 0.520
O 2.076 -0.083 -2.329
O 0.484 0.037 2.216
H 0.456 2.152 0.984
H -1.384 2.125 1.293
H -0.696 1.924 -0.280
H -0.998 -1.142 -1.792
H -2.115 -1.271 -0.500
H -1.616 0.425 -1.106
H 2.146 0.779 -0.475
H 2.482 -0.970 -0.518
H -1.454 -0.031 1.543
H 0.794 -1.901 1.270
H 0.675 -2.640 -0.171
H -0.760 -2.384 0.976
H 2.139 0.773 -2.662
H 0.354 0.397 3.053

Which structure is the least stable? The one labeled 2.

1:
15
Properties=species:S:1:pos:R:3 method="wB97M-V/def2-TZVPD" homo_lumo_gap_ev=8.61 lumo_ev=-4.12 charge=+1
C -1.377 -0.875 -1.171
C 1.649 0.177 0.467
C -1.027 1.203 0.023
N -1.308 0.335 -0.992
S 0.165 0.573 1.399
S -0.793 -2.238 -0.181
S 0.642 -2.898 -1.530
H 2.477 0.177 1.149
H -1.821 -1.391 -2.021
H 1.559 0.806 -0.359
H 1.377 -0.801 0.046
H -0.741 2.195 -0.459
H -1.912 1.381 0.592
H -0.492 -0.549 1.504
H 0.612 -4.185 -1.062

2:
15
Properties=species:S:1:pos:R:3 method="wB97M-V/def2-TZVPD" homo_lumo_gap_ev=7.10 lumo_ev=-5.55 charge=+1
C 1.560 -1.092 0.655
C 1.374 0.387 -0.041
C -1.453 1.121 -0.240
N 0.446 -1.899 0.202
S -0.057 1.313 0.691
S -2.908 1.834 0.335
S -1.328 0.528 -1.934
H 2.459 -1.555 0.274
H 1.449 -0.888 1.717
H 2.288 1.063 0.072
H 1.369 0.379 -1.142
H 0.291 -2.099 -0.783
H -0.313 -2.036 0.823
H -2.543 2.126 1.537
H -2.634 0.818 -2.167

Which structure is the least stable? The one labeled 1.

1:
17
Properties=species:S:1:pos:R:3 method="wB97M-V/def2-TZVPD" homo_lumo_gap_ev=10.65 smiles="C[C@@H]([NH3+])CC(=O)O" lumo_ev=-3.79 charge=+1
C 0.948 1.319 -0.053
C 0.633 -0.203 -0.209
N 1.591 -1.036 0.857
C -0.781 -0.360 0.139
C -1.820 -0.013 -0.894
O -1.372 0.163 -2.045
O -3.050 0.222 -0.406
H 2.005 1.609 -0.188
H 0.244 1.630 -0.748
H 0.628 1.665 0.954
H 0.991 -0.587 -1.205
H 1.387 -1.958 1.098
H 2.555 -1.045 0.565
H 1.531 -0.642 1.865
H -0.817 -1.436 0.496
H -1.084 0.334 0.967
H -3.590 0.340 -1.192

2:
17
Properties=species:S:1:pos:R:3 method="wB97M-V/def2-TZVPD" homo_lumo_gap_ev=3.77 lumo_ev=-8.61 charge=+1
O -0.270 0.787 0.285
C 0.314 -0.246 0.185
O 1.540 -0.428 0.640
C -0.338 -1.416 -0.509
C -1.660 -1.310 -0.982
C -1.671 -0.603 -2.370
N 1.642 2.577 2.517
H 1.753 -1.349 0.863
H 0.196 -2.360 -0.635
H -2.162 -2.279 -0.982
H -2.186 -0.652 -0.275
H -1.071 -1.115 -3.131
H -2.693 -0.549 -2.727
H -1.274 0.417 -2.285
H 0.871 2.116 2.053
H 1.243 3.256 3.151
H 2.147 3.109 1.822

Which structure is the least stable? The one labeled 2.

1:
17
Properties=species:S:1:pos:R:3 method="wB97M-V/def2-TZVPD" homo_lumo_gap_ev=9.09 lumo_ev=0.82
C 0.067 2.119 -0.776
O -0.366 1.589 0.445
C 0.418 0.622 1.069
C 0.381 -0.677 0.178
N -0.631 -1.190 -0.381
S -2.199 -0.547 -0.032
N 1.629 -1.270 0.034
N 2.768 -0.516 -0.291
H 0.049 1.333 -1.586
H -0.643 2.897 -1.016
H 1.062 2.555 -0.693
H 1.486 0.970 1.170
H 0.019 0.485 2.090
H -2.852 -1.656 -0.401
H 1.615 -2.178 -0.458
H 2.603 0.185 -1.014
H 3.214 -0.099 0.499

2:
17
Properties=species:S:1:pos:R:3 method="wB97M-V/def2-TZVPD" homo_lumo_gap_ev=8.28 lumo_ev=0.68
C -1.241 1.120 0.126
C -1.417 -2.268 -0.238
C 0.360 -0.167 -0.116
N -0.706 2.132 0.716
N 2.727 0.682 -0.299
N 1.446 0.488 0.414
O -2.267 0.969 -0.459
S 0.005 -1.843 0.755
H -1.934 -3.240 0.084
H -1.152 -2.382 -1.311
H -2.005 -1.329 -0.280
H 0.247 -0.331 -1.116
H 0.266 2.057 0.886
H -1.294 2.808 1.143
H 2.852 -0.233 -0.733
H 2.562 1.201 -1.086
H 1.549 0.336 1.515

3:
17
Properties=species:S:1:pos:R:3 method="wB97M-V/def2-TZVPD" homo_lumo_gap_ev=9.10 lumo_ev=0.32
C -2.607 -0.345 -1.345
C 2.848 -1.958 1.465
C -1.109 1.584 -0.923
N 0.994 0.342 0.923
N 0.228 -0.224 0.265
N -1.146 2.758 -0.433
O -2.345 1.015 -0.920
S 2.722 -0.144 1.601
H -3.556 -0.397 -0.999
H -1.796 -0.925 -0.834
H -2.708 -0.295 -2.388
H 2.357 -2.483 2.425
H 3.806 -2.175 1.173
H 2.011 -2.264 0.705
H -0.295 0.917 -1.399
H 0.943 1.289 1.180
H -0.348 3.305 -0.498

Which structure is the least stable? The one labeled 3.

1:
17
Properties=species:S:1:pos:R:3 method="wB97M-V/def2-TZVPD" homo_lumo_gap_ev=9.11 lumo_ev=0.73
C -2.857 0.396 0.123
C 2.479 0.001 1.113
C -0.892 -0.726 -0.404
N 1.137 -1.618 -0.765
N 0.021 -1.476 0.048
N 0.918 1.213 -0.645
O -1.992 -0.647 0.333
S 2.038 0.151 -0.718
H -2.279 1.448 0.060
H -3.630 0.322 0.921
H -3.257 0.377 -0.868
H 3.196 -0.928 1.053
H 1.649 -0.190 1.767
H 2.844 1.063 1.136
H -0.934 -0.187 -1.369
H 1.839 -2.189 -0.137
H 0.631 1.420 -1.601

2:
17
Properties=species:S:1:pos:R:3 method="wB97M-V/def2-TZVPD" homo_lumo_gap_ev=8.93 lumo_ev=0.83
C 0.087 1.797 -1.097
C -0.430 1.104 0.057
O 0.048 1.525 1.323
C -0.365 -0.460 -0.184
N 0.603 -1.291 -0.181
S 2.176 -0.612 0.028
N -1.563 -1.182 -0.267
N -2.714 -0.515 0.217
H -0.349 1.483 -2.089
H -0.343 2.944 -1.095
H 1.191 1.854 -1.255
H -1.558 1.215 0.041
H 1.124 1.657 1.159
H 2.766 -1.583 0.651
H -1.394 -2.210 -0.208
H -3.188 -0.881 1.148
H -3.481 -0.628 -0.435

Which structure is the least stable? The one labeled 1.

1:
8
Properties=species:S:1:pos:R:3 method="wB97M-V/def2-TZVPD" homo_lumo_gap_ev=9.81 smiles="O=C=NF.C=O" lumo_ev=-0.21
O -2.206 1.539 -0.451
C -1.507 0.664 -0.623
N -0.884 -0.379 -0.407
F -0.236 -1.087 -1.289
C 1.199 -0.180 0.669
O 1.703 0.322 -0.295
H 0.521 0.358 1.530
H 1.410 -1.238 0.866

2:
8
Properties=species:S:1:pos:R:3 method="wB97M-V/def2-TZVPD" homo_lumo_gap_ev="9.14 / 9.15" lumo_ev="-0.52 / -0.52"
C -0.371 0.971 0.795
C -0.471 -0.211 1.294
N 1.632 1.180 0.564
O -0.435 -1.220 1.802
O 2.195 0.991 1.569
F 1.617 -0.169 -0.368
H -0.649 1.594 1.667
H -0.722 1.252 -0.224

Which structure is the least stable? The one labeled 2.